The following is a quantum chemistry calculation of a 8-piece molecular cluster, C23H53Cl9O10 overall in a non-equilibrium geometry, from the Open Molecules 2025 dataset.

Output
gap between HOMO and LUMO	9.8	eV
largest force on an atom	2.88	eV/A
energy	-5801.9527	Ha
multiplicity	1

XYZ file:
```
95
C23H53Cl9O10 wB97M-V/def2-TZVPD
Cl 6.84 1.23 -5.01
Cl 6.30 -0.58 2.07
Cl 3.97 1.33 -4.22
Cl -4.37 -4.56 -1.27
Cl 6.05 3.27 -3.16
Cl -2.33 -3.76 -3.20
Cl 4.31 -2.60 1.44
Cl -3.85 -1.81 -1.74
Cl 3.70 -0.35 3.07
O 1.69 -5.45 1.04
O -2.13 -2.53 4.51
O 0.99 -4.94 -1.65
O -2.19 3.99 -4.63
O 0.57 3.95 -3.41
O -2.52 3.30 2.94
O -2.69 -2.53 1.56
O 0.34 3.65 2.78
O -0.27 0.47 -0.29
O 2.61 1.13 0.02
C 2.09 0.12 -0.86
C 0.42 -5.23 0.60
C -3.98 -2.95 2.03
C -0.01 4.98 2.63
C 4.57 -0.90 1.70
C 0.84 -0.43 -0.33
C -2.21 -1.44 2.33
C -0.90 0.77 -1.50
C -0.35 2.86 3.68
C 5.51 2.28 -4.55
C 0.22 4.25 -4.76
C -1.44 -1.79 3.59
C -1.36 -2.89 5.59
C 0.99 -5.38 -3.02
C 0.36 -5.85 -0.75
C -3.65 2.78 2.28
C -0.98 3.53 -5.23
C 2.35 2.46 -0.38
C 1.27 5.07 -2.86
C -3.10 -3.36 -1.62
C -1.64 2.27 3.20
C -2.34 3.78 -3.22
C 1.96 -5.02 2.33
H -0.45 -3.41 5.30
H 1.09 3.87 -5.36
H -1.14 -0.08 -2.22
H 0.91 5.51 2.60
H -1.71 4.49 -2.70
H -0.95 2.47 -5.18
H 1.67 -6.22 -3.12
H -0.66 5.36 3.42
H 3.08 3.14 0.10
H -0.63 -6.18 -0.98
H 2.98 -5.22 2.63
H 0.32 2.06 3.78
H 1.73 -3.92 2.31
H -2.38 -3.45 -0.83
H -4.38 3.53 2.07
H -3.00 -0.76 2.64
H -3.35 3.86 -2.91
H 4.26 -0.30 0.87
H -0.32 1.54 -2.09
H -3.28 2.51 1.26
H -1.91 2.82 -2.88
H -0.31 -5.63 1.26
H 1.34 -4.62 -3.71
H -1.89 -3.52 6.31
H -3.95 -3.51 3.00
H 0.25 -4.15 0.38
H -4.50 -2.02 2.29
H 1.96 0.66 -1.82
H 0.93 -6.80 -0.71
H -1.88 1.24 -1.22
H 1.26 2.74 -0.21
H -4.08 1.89 2.74
H 1.29 -5.54 3.06
H -1.11 -0.75 3.92
H 0.63 6.00 -2.84
H -1.49 -0.87 1.76
H -4.47 -3.54 1.26
H 0.54 -1.27 -0.97
H 5.32 2.96 -5.40
H -0.59 3.42 4.58
H -0.47 5.20 1.68
H -1.14 3.72 -6.33
H -1.53 1.62 2.33
H 0.90 -0.76 0.69
H 2.22 5.30 -3.34
H 2.55 2.64 -1.46
H -2.07 1.54 3.93
H 0.04 5.32 -4.89
H 0.02 -5.83 -3.36
H 2.81 -0.66 -0.90
H -0.56 -2.41 3.28
H 1.48 4.81 -1.83
H -1.03 -1.91 6.09
```